A structure of composition C22H45N2O2P3SZr, computed with ωB97M-V/def2-TZVPD.

Computed properties:
calculated total energy	-70559.6279	eV
HOMO-LUMO gap (alpha / beta)	0.1241 / 0.1249	Eh
ΔE to the lowest compared entry with this formula, charge and spin	144.5	kJ/mol
molecular weight	585.83	g/mol
LUMO level (alpha / beta)	-14.115 / -14.097	eV

```
! wB97M-V def2-TZVPD RIJCOSX def2/J DEFGRID3
* xyz 4 1
P -2.45 -0.02 -3.26
C -3.48 1.27 -2.48
H -4.53 1.18 -2.80
H -3.08 2.26 -2.73
H -3.41 1.11 -1.40
C -1.93 0.74 -4.83
H -1.19 0.08 -5.30
H -1.46 1.71 -4.61
H -2.80 0.87 -5.48
C -3.69 -1.24 -3.79
H -4.50 -0.72 -4.33
H -4.09 -1.74 -2.90
H -3.22 -1.99 -4.44
P 0.45 -3.48 1.42
C -0.64 -2.91 2.75
H -0.97 -3.77 3.35
H -1.52 -2.41 2.32
H -0.10 -2.20 3.40
C -0.16 -5.16 1.08
H 0.45 -5.64 0.31
H -1.20 -5.12 0.75
H -0.09 -5.73 2.02
C 2.02 -3.80 2.30
H 1.90 -4.68 2.95
H 2.29 -2.92 2.90
H 2.82 -3.99 1.57
P 3.04 2.63 0.46
C 3.02 3.73 1.86
H 3.87 4.41 1.76
H 3.14 3.15 2.79
H 2.10 4.32 1.93
C 4.31 1.38 0.63
H 5.27 1.90 0.69
H 4.32 0.70 -0.24
H 4.15 0.79 1.54
C 3.39 3.49 -1.07
H 4.45 3.77 -1.07
H 2.77 4.39 -1.15
H 3.18 2.82 -1.92
Zr 1.03 -1.82 -0.80
C -1.30 -1.68 -0.65
O -2.38 -1.50 -0.24
C 1.45 1.67 0.22
O 1.36 0.46 -0.19
C 3.04 -2.51 -1.51
C 2.68 -1.37 -2.26
C 1.44 -1.32 -2.94
C 0.57 -2.45 -2.89
C 0.94 -3.61 -2.17
C 2.15 -3.62 -1.43
H 3.97 -2.53 -0.95
H 3.35 -0.51 -2.29
H 1.13 -0.43 -3.48
H -0.39 -2.40 -3.40
H 0.29 -4.48 -2.17
H 2.42 -4.49 -0.83
C -3.42 2.74 2.49
N -2.43 2.79 1.42
C -2.75 3.65 0.28
C -1.18 2.33 1.58
S 0.04 2.77 0.35
N -0.82 1.61 2.66
C -1.67 0.52 3.17
C 0.57 1.61 3.11
H -2.95 2.77 3.48
H -4.05 1.84 2.41
H -4.07 3.61 2.40
H -3.79 3.95 0.41
H -2.12 4.54 0.26
H -2.65 3.12 -0.67
H -1.04 -0.13 3.79
H -2.48 0.91 3.81
H -2.11 -0.08 2.35
H 1.24 1.35 2.28
H 0.85 2.61 3.49
H 0.69 0.86 3.90
*
```